{"formula": "C4H12", "method": "ωB97M-V/def2-TZVPD", "smiles": "CC.CC", "e_above_lowest_ev": 0.2420, "lumo_ev": 1.160, "homo_ha": -0.4237, "species": ["C", "C", "H", "H", "H", "H", "H", "H", "C", "C", "H", "H", "H", "H", "H", "H"], "coordinates": [[0.2489, -1.8401, 1.7462], [-0.3580, -0.4397, 1.7372], [1.3307, -1.7820, 1.8179], [-0.2272, -2.4282, 2.5288], [0.0130, -2.4076, 0.8430], [0.3021, 0.3146, 2.1547], [-0.5746, -0.1210, 0.7178], [-1.3551, -0.4258, 2.1787], [0.7999, 0.9338, -1.6559], [-0.6802, 1.3597, -1.8151], [1.2029, 1.4053, -0.7570], [0.9680, -0.1294, -1.4753], [1.3972, 1.2098, -2.5209], [-1.2387, 1.1209, -0.9186], [-1.1038, 0.7710, -2.6265], [-0.6822, 2.4258, -2.0092]]}